Record 1
# C4H8N2OS

C4H8N2OS in the gas phase at a distorted geometry (ωB97M-V/def2-TZVPD, the Open Molecules 2025 dataset).

**SMILES string**: N/C=N/[C@@H](C=O)CS
**Net charge**: 0
**Energy relative to the best compared isomer or geometry (same formula, charge and spin)**: 14.95 kcal per mole
**Calculated total energy**: -740.13819 hartree

Element x y z (Å)
S (-1.8606, 0.4479, 1.8822)
O (-1.2705, 1.4104, -2.5534)
N (0.4061, -0.6106, -0.2112)
N (2.2830, -1.5466, 0.7709)
C (-1.7741, 0.5089, 0.0726)
C (-0.3504, 0.6090, -0.4720)
C (1.4565, -0.4986, 0.5067)
C (-0.3787, 0.8577, -1.9667)
H (1.9342, -2.4656, 0.5280)
H (-1.2040, -0.7074, 1.9934)
H (1.7834, 0.4756, 0.9782)
H (2.9167, -1.4978, 1.5569)
H (-2.3330, 1.3698, -0.2323)
H (0.1370, 1.5236, -0.0201)
H (0.5284, 0.4819, -2.5170)
H (-2.2739, -0.3582, -0.3162)

Atom-resolved charges from natural (NBO), all expressed in e:
1. S -0.042
2. O -0.516
3. N -0.528
4. N -0.804
5. C -0.512
6. C -0.191
7. C 0.297
8. C 0.452
9. H 0.399
10. H 0.121
11. H 0.152
12. H 0.394
13. H 0.242
14. H 0.198
15. H 0.112
16. H 0.226



Record 2
# C4H8N2OS

C4H8N2OS in the gas phase at a distorted geometry (ωB97M-V/def2-TZVPD, the Open Molecules 2025 dataset).

**SMILES string**: CO/C(N)=C\C(N)=S
**Net charge**: 0
**Energy relative to the best compared isomer or geometry (same formula, charge and spin)**: 50.18 kcal per mole
**Calculated total energy**: -740.08205 hartree

Element x y z (Å)
S (2.8934, 2.1574, 0.7357)
O (-0.8545, -0.1488, -0.4574)
N (0.6237, 2.0473, -0.6335)
N (0.0912, -2.0576, 0.2551)
C (-2.1339, -0.4161, 0.2237)
C (1.4381, 0.0594, 0.3737)
C (1.5737, 1.4311, 0.1077)
C (0.2610, -0.6600, 0.1519)
H (-2.8311, 0.0089, -0.5962)
H (0.8343, 3.0552, -0.9152)
H (-0.0048, 1.5996, -1.3447)
H (-2.3473, -1.5479, 0.4079)
H (-2.0437, 0.1970, 1.1438)
H (0.7823, -2.8481, 0.4685)
H (2.4160, -0.6193, 0.5179)
H (-0.6985, -2.2580, -0.4386)

Atom-resolved charges from natural (NBO), all expressed in e:
1. S -0.183
2. O -0.552
3. N -0.791
4. N -0.863
5. C -0.275
6. C -0.423
7. C 0.061
8. C 0.536
9. H 0.211
10. H 0.401
11. H 0.413
12. H 0.194
13. H 0.209
14. H 0.425
15. H 0.247
16. H 0.391